No. 1
Here is a molecular structure, C52H42CoFN2OP2 from OMol25. Energies are from wB97M-V/def2-TZVPD.

Structure (XYZ):
```
101
Properties=species:S:1:pos:R:3:forces:R:3:mulliken_spin:R:1
Co -0.234 -0.176 0.271 -0.27 0.23 -0.08 1.221
C 0.767 3.033 5.737 0.01 -0.02 -0.01 0.000
C 1.523 3.715 4.577 -0.02 0.03 0.00 0.001
C 2.288 4.920 5.115 -0.01 0.01 0.01 0.000
C 0.502 4.122 3.517 0.01 -0.02 0.03 -0.002
C -0.082 5.375 3.383 0.00 0.02 -0.02 0.000
C -1.028 5.621 2.391 -0.01 -0.02 -0.02 0.000
C -1.368 4.639 1.473 0.02 0.01 0.02 -0.001
C -0.782 3.377 1.561 0.13 -0.02 0.09 -0.001
P -0.838 2.138 0.215 0.01 -0.08 -0.05 -0.005
C -2.472 2.456 -0.523 0.01 -0.01 0.00 -0.001
C -2.685 3.279 -1.624 -0.04 0.01 0.00 0.000
C -3.970 3.450 -2.128 0.04 -0.01 0.01 -0.001
C -5.046 2.814 -1.529 0.00 0.00 0.00 0.000
C -4.842 2.003 -0.418 0.03 -0.01 0.00 0.000
C -3.560 1.820 0.076 -0.03 -0.01 -0.03 -0.002
C 0.382 2.831 -0.953 0.02 -0.02 0.02 0.011
C 1.397 3.698 -0.557 0.02 -0.02 0.02 0.017
C 2.389 4.068 -1.457 -0.02 0.00 -0.01 -0.001
C 2.367 3.591 -2.759 0.00 0.01 0.02 0.004
C 1.351 2.734 -3.163 -0.01 -0.03 0.00 -0.002
C 0.372 2.348 -2.261 0.01 -0.02 -0.05 -0.039
C 0.094 3.152 2.616 -0.07 -0.02 -0.15 0.010
O 0.590 1.880 2.712 -0.04 -0.15 0.07 0.030
C 1.911 1.767 3.064 -0.11 -0.04 -0.06 -0.011
C 2.595 0.704 2.501 0.04 0.09 -0.03 -0.002
C 3.934 0.554 2.859 0.06 0.03 0.04 0.002
C 4.528 1.453 3.730 -0.05 0.02 -0.01 -0.002
C 3.797 2.508 4.272 0.07 -0.02 -0.04 0.001
C 2.458 2.679 3.954 -0.02 0.05 0.04 -0.001
P 1.727 -0.457 1.376 0.05 -0.16 -0.01 -0.018
C 3.041 -0.854 0.185 0.11 0.02 0.06 -0.030
C 4.033 -1.811 0.389 -0.03 -0.02 -0.02 -0.001
C 5.012 -2.016 -0.573 -0.01 0.01 -0.01 0.000
C 5.015 -1.263 -1.739 0.01 -0.01 0.01 0.002
C 4.037 -0.300 -1.944 -0.02 0.03 0.04 0.012
C 3.053 -0.098 -0.987 0.03 -0.02 -0.03 0.012
C 1.502 -1.890 2.487 -0.07 0.04 0.06 0.012
C 1.583 -3.214 2.061 0.00 -0.03 -0.02 0.002
C 1.239 -4.251 2.919 0.00 0.03 -0.01 -0.001
C 0.793 -3.978 4.204 0.00 0.01 -0.01 0.000
C 0.702 -2.662 4.636 0.00 0.01 -0.04 -0.001
C 1.058 -1.626 3.784 0.01 -0.05 0.02 -0.005
H 0.062 3.730 6.190 0.00 0.00 0.00 0.000
H 1.471 2.699 6.501 0.00 0.01 -0.01 0.000
H 0.211 2.162 5.383 0.00 0.01 0.00 0.000
H 1.606 5.633 5.577 0.00 0.00 0.00 0.000
H 2.842 5.431 4.325 0.00 0.00 0.00 0.000
H 2.990 4.615 5.890 0.00 0.00 0.00 0.000
H 0.194 6.176 4.055 0.00 0.00 -0.01 0.000
H -1.481 6.601 2.319 0.00 -0.01 0.00 0.000
H -2.065 4.861 0.674 0.00 -0.01 -0.01 -0.001
H -1.854 3.784 -2.098 0.00 0.00 0.01 0.001
H -4.126 4.085 -2.990 0.00 0.00 0.00 0.000
H -6.045 2.951 -1.922 0.01 0.00 0.00 0.000
H -5.680 1.510 0.056 0.00 0.00 0.00 0.000
H -3.404 1.173 0.933 -0.01 0.01 -0.02 0.002
H 1.425 4.090 0.452 -0.01 -0.01 0.00 0.003
H 3.176 4.739 -1.138 0.00 0.00 0.00 0.000
H 3.135 3.891 -3.460 0.00 0.00 0.01 0.000
H 1.322 2.365 -4.180 -0.01 0.00 0.01 -0.001
H -0.411 1.669 -2.579 0.02 0.02 0.03 -0.004
H 4.521 -0.258 2.451 -0.01 0.01 -0.02 0.000
H 5.569 1.333 3.995 0.00 0.00 0.00 0.000
H 4.286 3.192 4.953 0.00 -0.02 0.00 0.000
H 4.044 -2.406 1.294 0.00 0.02 0.01 0.000
H 5.775 -2.767 -0.410 0.00 0.00 0.00 0.000
H 5.782 -1.425 -2.485 -0.01 0.00 0.00 0.000
H 4.036 0.296 -2.847 0.01 0.01 -0.01 0.000
H 2.290 0.656 -1.157 -0.03 0.02 0.00 -0.043
H 1.919 -3.450 1.060 -0.01 0.01 0.01 0.001
H 1.322 -5.275 2.579 0.00 0.00 0.00 0.000
H 0.525 -4.789 4.869 0.00 0.00 0.00 0.000
H 0.364 -2.442 5.640 0.00 0.01 0.00 0.000
H 0.995 -0.603 4.138 -0.01 0.00 0.01 0.001
F -2.419 0.503 -4.805 0.01 -0.02 0.03 -0.003
C -1.829 -0.103 -3.762 0.03 0.03 -0.06 -0.036
C -0.515 -0.548 -3.917 -0.02 0.02 -0.02 0.018
C 0.110 -1.147 -2.854 0.04 0.02 0.01 -0.056
C -0.573 -1.381 -1.636 -0.01 0.02 0.06 0.106
C 0.103 -1.964 -0.480 0.12 -0.02 -0.18 -0.235
C -1.892 -0.907 -1.523 -0.06 0.04 0.00 -0.061
C -2.521 -0.254 -2.592 -0.03 -0.02 0.08 0.034
H -0.017 -0.407 -4.867 0.00 0.00 0.01 0.001
H 1.134 -1.491 -2.950 -0.02 0.00 0.00 0.001
H 1.119 -2.277 -0.709 -0.06 -0.05 0.04 0.009
H -0.436 -2.743 0.049 0.06 0.03 0.04 -0.001
H -2.487 -1.138 -0.647 0.05 0.04 0.00 -0.008
H -3.539 0.104 -2.514 0.00 0.01 0.01 0.000
N -4.484 -2.527 6.066 0.01 0.00 0.01 0.000
C -3.888 -2.173 5.152 0.00 0.01 -0.04 0.000
C -3.141 -1.726 4.005 -0.01 0.00 0.02 -0.001
C -2.925 -2.569 2.925 0.00 -0.01 0.02 0.000
C -2.187 -2.092 1.857 0.00 -0.05 -0.01 0.006
N -1.663 -0.866 1.808 0.05 0.02 0.05 0.045
C -1.893 -0.059 2.850 0.04 -0.08 -0.04 0.007
C -2.622 -0.438 3.961 0.00 0.04 0.04 0.000
H -3.318 -3.576 2.914 0.00 0.00 -0.01 0.000
H -2.014 -2.733 1.004 -0.03 0.01 0.05 -0.002
H -1.454 0.924 2.793 -0.01 0.07 0.02 0.007
H -2.777 0.255 4.775 0.01 0.00 0.00 0.000
```
Positions in Å, forces in eV/Å.

The total charge is +1. Its lowest unoccupied orbital energy (alpha / beta) is -2.85 / -2.85 eV. Its HOMO energy (alpha / beta) is -10.8 / -10.8 eV. Its multiplicity is 2. The gap between HOMO and LUMO (alpha / beta) is 0.2933 / 0.2919 hartree.



No. 2
Here is a molecular structure, C52H43BaClN3O4PSi in a non-equilibrium geometry from OMol25. Energies are from wB97M-V/def2-TZVPD.

Structure (XYZ):
```
106
Properties=species:S:1:pos:R:3:forces:R:3:lowdin_charge:R:1
Ba -0.404 1.067 -0.098 0.27 -1.01 -2.19 2.025
O 1.573 0.443 0.676 1.90 -0.72 0.52 -0.468
C 2.435 0.628 1.602 0.42 0.38 0.48 -0.393
C 3.536 -0.242 1.758 -0.07 0.01 0.00 -0.027
C 4.463 -0.047 2.746 0.12 -0.10 0.13 -0.105
C 4.348 1.010 3.650 -0.05 0.16 0.14 -0.113
C 3.293 1.887 3.514 0.23 -0.16 0.04 -0.063
C 2.341 1.740 2.502 0.14 -0.21 -0.05 -0.144
C 1.386 2.815 2.352 0.00 0.18 -0.04 -0.108
N 0.528 2.932 1.418 0.19 0.43 0.27 -0.135
C -0.262 4.141 1.307 -0.22 0.12 0.06 -0.223
C -1.675 3.844 0.791 0.00 0.09 0.18 -0.210
N -1.648 3.271 -0.559 -0.43 1.34 -0.20 -0.115
C -2.663 2.645 -0.995 -0.28 0.38 0.27 -0.203
C -3.823 2.210 -0.202 0.18 -0.09 0.18 -0.170
C -5.091 2.676 -0.467 -0.38 0.06 -0.06 -0.055
C -6.163 2.283 0.312 -0.16 0.05 -0.01 -0.114
C -5.942 1.399 1.361 -0.20 0.06 -0.03 -0.097
C -4.687 0.905 1.624 -0.04 -0.08 0.01 -0.014
C -3.583 1.272 0.841 -0.59 0.30 -0.14 -0.431
O -2.403 0.796 1.044 -0.62 -0.43 0.95 -0.405
H 3.619 -1.071 1.072 -0.02 -0.10 -0.10 0.111
H 5.293 -0.737 2.833 0.06 -0.03 0.02 0.101
H 5.081 1.147 4.429 0.07 0.02 0.09 0.090
H 3.202 2.731 4.185 0.01 0.06 0.07 0.104
H 1.487 3.621 3.094 -0.03 -0.01 0.03 0.126
H 0.238 4.803 0.595 -0.02 0.07 -0.05 0.114
H -0.335 4.667 2.268 -0.01 0.03 -0.03 0.118
H -2.231 4.787 0.710 0.10 -0.10 0.11 0.135
H -2.203 3.208 1.507 0.02 0.04 -0.04 0.113
H -2.595 2.315 -2.025 0.01 -0.06 -0.43 0.098
H -5.239 3.368 -1.284 -0.04 0.10 -0.11 0.111
H -7.151 2.659 0.109 -0.17 0.06 -0.03 0.089
H -6.770 1.088 1.981 -0.12 -0.02 0.06 0.098
H -4.524 0.212 2.432 0.06 -0.10 0.13 0.083
Cl -1.799 -0.132 -3.672 0.01 -0.02 -0.01 0.710
C -0.635 -0.083 -4.973 -0.27 -0.13 -0.13 -0.653
C -0.900 -0.839 -6.105 0.20 0.11 -0.01 -0.102
C -0.009 -0.800 -7.168 -0.11 -0.02 0.11 -0.073
C 1.124 -0.007 -7.089 -0.05 -0.04 0.00 -0.072
C 1.363 0.744 -5.954 0.12 0.00 -0.08 -0.065
C 0.487 0.723 -4.875 0.09 0.05 0.05 -0.391
P 0.781 1.686 -3.360 -0.32 0.10 0.21 1.038
C -0.156 3.217 -3.710 0.10 -0.15 -0.03 -0.387
C 0.147 4.327 -2.932 -0.05 0.03 0.04 -0.131
C -0.549 5.507 -3.086 -0.05 0.10 -0.04 -0.081
C -1.578 5.590 -4.010 -0.02 0.11 0.03 -0.083
C -1.895 4.487 -4.781 -0.06 0.07 -0.03 -0.080
C -1.184 3.309 -4.639 0.06 -0.11 0.01 -0.089
C 2.492 2.232 -3.569 0.00 -0.07 0.10 -0.402
C 3.460 1.495 -2.896 -0.02 0.05 0.04 -0.088
C 4.796 1.830 -3.011 0.08 0.06 -0.05 -0.073
C 5.170 2.912 -3.791 0.06 -0.03 0.03 -0.080
C 4.207 3.658 -4.451 0.12 0.06 -0.03 -0.077
C 2.874 3.321 -4.342 -0.17 0.13 -0.14 -0.102
H -1.790 -1.441 -6.144 -0.18 -0.14 -0.02 0.102
H -0.206 -1.389 -8.052 -0.02 -0.04 -0.04 0.106
H 1.822 0.027 -7.909 0.10 0.00 -0.14 0.104
H 2.251 1.357 -5.896 0.04 0.01 -0.03 0.100
H 0.932 4.267 -2.195 0.17 -0.01 0.16 0.107
H -0.296 6.359 -2.478 0.04 0.17 0.11 0.104
H -2.129 6.511 -4.127 -0.05 0.07 -0.01 0.102
H -2.692 4.541 -5.503 -0.15 0.02 -0.14 0.102
H -1.437 2.467 -5.263 -0.01 -0.17 -0.09 0.095
H 3.163 0.676 -2.257 -0.06 -0.12 0.08 0.101
H 5.539 1.260 -2.480 0.16 -0.10 0.09 0.104
H 6.211 3.182 -3.876 0.13 0.03 -0.01 0.102
H 4.495 4.507 -5.049 0.07 0.13 -0.10 0.103
H 2.122 3.912 -4.854 0.05 -0.05 0.02 0.114
O -1.146 -1.399 -0.674 -0.18 -2.94 1.31 -0.179
N -1.149 -2.388 0.028 0.22 2.00 -0.88 -0.018
O -0.303 -2.235 1.095 -0.34 0.23 -0.78 -0.154
Si -0.257 -3.449 2.302 -0.01 -0.26 0.31 0.700
C -1.489 -2.940 3.619 0.26 -0.10 -0.28 -0.221
C -2.613 -2.169 3.328 0.02 0.01 0.01 -0.067
C -3.544 -1.880 4.311 -0.09 0.08 -0.03 -0.074
C -3.368 -2.347 5.600 -0.05 0.01 0.09 -0.081
C -2.248 -3.097 5.912 -0.02 -0.01 0.09 -0.081
C -1.320 -3.384 4.929 0.10 -0.14 0.04 -0.111
C -0.669 -5.117 1.539 0.02 0.24 0.45 -0.227
C -1.046 -6.127 2.428 -0.01 0.00 -0.17 -0.085
C -1.305 -7.415 1.993 0.00 0.02 0.01 -0.080
C -1.194 -7.719 0.647 0.01 0.00 -0.06 -0.085
C -0.822 -6.732 -0.250 -0.02 -0.14 -0.08 -0.082
C -0.564 -5.448 0.195 0.19 0.25 -0.31 -0.099
C 1.475 -3.456 3.012 -0.37 -0.12 -0.18 -0.218
C 1.817 -2.617 4.069 -0.16 0.08 0.00 -0.094
C 3.053 -2.701 4.676 0.10 0.10 -0.01 -0.082
C 3.986 -3.612 4.216 0.08 0.05 0.08 -0.085
C 3.678 -4.441 3.155 0.05 -0.11 -0.06 -0.082
C 2.429 -4.372 2.569 -0.14 0.03 -0.07 -0.083
H -2.756 -1.757 2.344 -0.04 0.09 -0.28 0.087
H -4.411 -1.280 4.075 -0.06 0.04 -0.04 0.092
H -4.096 -2.115 6.364 -0.06 0.01 0.06 0.103
H -2.094 -3.452 6.921 0.02 -0.03 0.09 0.103
H -0.442 -3.956 5.190 0.13 -0.10 0.05 0.101
H -1.149 -5.907 3.475 -0.04 0.09 0.36 0.094
H -1.597 -8.177 2.700 -0.03 -0.07 0.08 0.103
H -1.400 -8.720 0.298 -0.02 -0.10 -0.04 0.102
H -0.735 -6.961 -1.303 0.00 -0.02 -0.07 0.103
H -0.274 -4.696 -0.530 -0.01 -0.04 0.02 0.094
H 1.101 -1.898 4.434 -0.14 0.17 0.07 0.108
H 3.293 -2.043 5.494 0.05 0.13 0.16 0.106
H 4.952 -3.676 4.687 0.19 -0.01 0.09 0.102
H 4.403 -5.154 2.799 0.10 -0.10 -0.06 0.102
H 2.186 -5.051 1.768 -0.06 -0.16 -0.21 0.099
```
Positions in Å, forces in eV/Å.

Its lowest unoccupied orbital energy is -0.20 eV. Its HOMO energy is -7.2 eV. The gap between HOMO and LUMO is 0.2562 hartree.